37
Properties=species:S:1:pos:R:3:forces:R:3 method="wB97M-V/def2-TZVPD" smiles="[H]/N=C/NCCC.O.O.O.O.O.O.O" fmax_ha_per_bohr=0.058 mol_weight_g_mol=212.24 homo_energy_ev=-9.5 e_above_lowest_kcal_mol=47.9
H 3.197 -1.855 -0.396 0.1 -0.3 -0.2
C -0.511 1.757 1.940 1.1 -0.8 -1.7
H -2.147 1.555 -1.042 0.6 0.7 -0.1
C -1.571 1.164 0.932 0.4 2.5 1.6
N 0.505 -0.611 -2.683 -0.1 1.2 0.6
H -0.194 -1.606 3.346 1.3 0.4 -0.1
H 0.576 1.639 1.599 -1.5 0.1 0.2
H 3.276 0.760 0.722 -0.2 0.2 -0.5
C -1.213 1.684 -0.456 -1.0 -0.2 -0.3
O -3.006 -2.229 -1.284 0.1 0.7 -0.8
H -0.755 -3.914 1.960 -0.9 1.0 -0.5
H 0.359 -2.488 0.564 0.5 0.6 -0.4
N -0.169 0.878 -1.068 0.2 -0.1 0.1
H -1.238 -2.445 2.198 -0.5 -0.5 -0.2
H -1.259 -0.479 3.249 0.3 0.4 -0.2
C -0.188 0.438 -2.367 0.5 -1.9 0.1
O 1.570 2.925 -2.920 -0.2 1.1 1.5
O 2.942 1.665 0.706 -0.5 0.5 -0.3
H 2.455 1.857 -0.126 0.7 -0.7 0.8
H -0.852 0.965 -3.041 0.1 0.4 -0.2
H -2.488 1.667 1.265 -0.1 0.2 -0.4
H 1.269 2.296 -2.264 -0.2 -1.5 -0.3
O -1.250 -3.167 1.533 1.1 -0.8 0.5
H 2.960 -0.783 -1.414 0.6 -1.2 -0.3
H 1.506 3.644 -2.253 0.4 0.5 -1.2
H 0.254 0.212 -0.429 0.2 -0.1 -0.2
O 3.460 -1.637 -1.304 -0.7 1.4 0.5
H -2.076 -1.976 -1.380 -0.3 -0.3 0.3
H -1.892 0.152 1.079 0.7 -1.0 -0.6
H -3.109 -2.721 -0.478 0.3 -0.3 0.6
H -0.524 1.270 2.893 -0.3 0.2 0.9
O 1.074 -1.924 0.171 -0.8 -0.8 -0.3
H -0.866 2.763 -0.352 -0.8 -1.2 -0.3
H 1.088 -2.171 -0.785 0.0 0.4 0.7
O -1.066 -1.347 3.593 -1.2 -0.5 0.5
H -0.732 2.830 1.969 0.2 -0.3 0.5
H 0.615 -0.767 -3.677 -0.5 0.0 -0.1